Density functional theory data (wB97M-V/def2-TZVPD) for a 14-piece molecular cluster, C68H138N6O36 overall at a distorted geometry.

The geometry in XYZ format:
```
248
Properties=species:S:1:pos:R:3:forces:R:3:lowdin_charge:R:1
C 2.835494 -5.986836 -1.358534 0.1 -0.4 -0.3 -0.01
C 2.019873 -6.296601 -0.076517 1.5 -0.5 -1.2 -0.32
C 2.768791 -7.009340 1.085611 0.3 -0.6 -1.7 -0.07
O 2.743914 -6.090975 2.141662 0.2 0.0 1.3 0.10
C 2.279660 -4.921756 1.757849 -1.3 4.3 1.9 -0.44
O 2.236089 -3.859170 2.475092 0.4 -5.0 -3.8 0.06
O 1.801336 -5.052411 0.467302 -0.8 2.8 2.2 0.04
H 2.761900 -6.780197 -2.102348 0.8 -0.6 0.4 0.08
H 3.830256 -5.651145 -1.065517 0.4 -0.8 0.0 0.08
H 2.578828 -5.148455 -2.006099 -1.2 0.4 0.7 0.06
H 1.119805 -6.876729 -0.279995 -0.3 0.6 -0.1 0.13
H 3.822738 -7.192088 0.876057 -0.1 -0.3 -0.2 0.13
H 2.224157 -7.936856 1.262230 0.3 0.1 0.8 0.14
C -5.944773 3.830913 3.721493 -0.8 -0.9 -1.0 0.00
C -5.264003 3.705405 2.323016 0.0 0.5 2.0 -0.27
C -4.243502 2.568073 2.167348 0.0 1.9 1.5 -0.12
O -4.596939 2.005604 0.951749 0.2 -0.8 -1.4 0.05
C -5.695468 2.582268 0.447089 -2.4 -2.6 -2.6 -0.55
O -6.299993 2.194521 -0.564289 2.2 1.1 2.3 0.10
O -6.201286 3.467744 1.271338 -0.2 1.1 0.8 0.11
H -6.628026 3.000994 3.901827 -0.2 -0.3 -0.5 0.07
H -6.583556 4.714115 3.719785 0.3 0.2 0.3 0.08
H -5.312757 3.713222 4.601725 0.6 0.7 -0.4 0.06
H -4.781737 4.665601 2.139843 0.0 0.1 -0.3 0.14
H -4.244868 1.909568 3.035945 -0.1 -0.5 -0.4 0.11
H -3.291383 3.098592 2.156684 0.5 -0.7 -0.4 0.12
C 1.597493 3.736464 6.789308 0.0 0.7 0.3 0.00
C 2.022859 5.047503 6.092324 -0.8 -1.4 0.2 -0.29
C 0.882956 5.890703 5.519377 0.0 -1.0 0.5 -0.06
O 1.242221 7.194129 6.002979 -2.5 1.0 -3.1 0.09
C 2.271063 7.180481 6.793914 0.8 1.1 1.2 -0.63
O 2.821932 8.165578 7.218260 -0.3 -1.0 -0.2 0.14
O 2.506666 5.924760 7.108168 2.1 -1.4 0.9 0.10
H 1.129021 2.963779 6.179724 -0.1 0.4 -0.4 0.06
H 0.905293 4.062419 7.565653 -0.2 -0.3 0.1 0.09
H 2.429280 3.236172 7.285238 0.2 0.2 -0.1 0.09
H 2.772349 4.834869 5.329997 0.3 0.3 0.2 0.13
H -0.100254 5.587673 5.879352 0.0 0.3 0.6 0.11
H 0.789755 5.731301 4.445128 0.5 1.0 -0.2 0.13
C 3.839566 -2.111062 4.986672 -0.1 0.5 -1.6 -0.01
C 3.273397 -0.813683 5.519218 -0.6 -1.7 -0.7 -0.33
C 1.790209 -0.531561 5.260815 1.2 0.5 -2.9 -0.12
O 1.394715 0.147622 6.395754 -0.9 0.7 2.0 0.07
C 2.164794 -0.254868 7.432862 1.3 -0.4 1.5 -0.47
O 2.056165 -0.011821 8.623919 -0.2 -0.4 -3.1 0.14
O 3.181086 -1.031914 6.882378 -0.3 1.1 3.6 0.06
H 4.889913 -2.222399 5.255904 -0.2 -0.2 0.6 0.09
H 3.883047 -2.049888 3.899255 -0.2 -0.1 -0.2 0.05
H 3.189605 -2.956923 5.210616 0.3 0.0 0.3 0.10
H 3.940754 0.013457 5.277221 -0.2 0.4 0.1 0.16
H 1.148782 -1.381175 5.026659 0.2 -0.3 0.4 0.14
H 1.744045 0.147005 4.409044 -0.4 0.1 0.0 0.11
C 3.920808 -0.704220 1.350374 0.6 0.6 0.1 -0.02
C 4.190047 0.774610 1.238586 -1.2 0.2 0.5 -0.28
C 2.926615 1.572436 0.806373 1.1 -0.9 -0.2 -0.05
O 2.720414 2.514557 1.862391 -0.9 0.6 -0.8 0.08
C 3.527658 2.295609 2.875095 0.6 1.2 2.2 -0.55
O 3.508710 2.952621 3.927434 0.2 -2.0 -2.6 0.10
O 4.357037 1.279405 2.575364 0.9 0.4 1.2 0.07
H 4.733854 -1.165829 1.910724 0.1 -0.2 -0.1 0.08
H 3.910244 -1.084973 0.329093 -0.4 -0.4 0.1 0.09
H 3.005263 -0.825494 1.929308 -0.1 -0.4 -0.3 0.08
H 5.063042 0.954442 0.611183 0.0 0.4 0.3 0.12
H 2.092600 0.871386 0.774047 -0.2 0.5 -0.3 0.11
H 3.168131 2.058133 -0.139068 -0.7 0.3 0.1 0.12
C 0.249768 -3.496632 -4.181302 1.0 0.6 0.4 -0.01
C -0.907473 -4.077528 -3.382812 0.0 0.8 -2.3 -0.33
C -1.593235 -5.279795 -4.041847 -0.4 0.6 -0.7 -0.08
O -1.573155 -6.306300 -3.069941 0.4 0.3 0.8 0.08
C -1.043648 -5.797945 -1.932727 -0.9 -1.4 2.5 -0.48
O -1.128364 -6.387081 -0.845732 0.7 1.9 -3.0 0.10
O -0.518787 -4.557387 -2.142274 0.1 -1.4 1.8 0.08
H 0.882084 -4.212662 -4.706271 -0.3 -0.2 -0.2 0.09
H 0.958477 -2.959852 -3.550685 0.0 -0.2 0.6 0.06
H 0.000169 -2.658813 -4.832350 -0.6 -0.4 -0.4 0.06
H -1.675597 -3.309731 -3.290144 0.1 0.2 0.5 0.13
H -1.127017 -5.629822 -4.962837 0.1 0.0 0.1 0.14
H -2.618718 -4.955824 -4.219438 -0.2 -0.4 -0.2 0.11
C -4.077601 -4.310015 3.919482 -0.5 -1.6 0.8 -0.01
C -3.081514 -5.519663 3.959081 0.1 2.5 -0.2 -0.26
C -2.454528 -5.792034 2.608088 -1.3 -0.7 -0.4 -0.13
O -1.117753 -5.960984 2.891207 2.5 -0.4 -0.2 0.07
C -0.790372 -5.355386 4.034091 2.8 1.1 1.8 -0.51
O 0.358511 -5.116430 4.439491 -3.9 -1.0 -1.3 0.12
O -1.938535 -5.022587 4.673931 1.0 0.1 0.6 0.06
H -3.715668 -3.341959 3.573101 0.6 -0.4 -0.3 0.07
H -4.440875 -4.120433 4.929525 0.0 -0.1 0.1 0.08
H -4.945966 -4.619154 3.337707 -0.1 0.2 -0.2 0.08
H -3.386334 -6.429071 4.476938 -0.6 0.2 -0.1 0.16
H -2.563649 -4.947791 1.927306 -0.2 -0.1 -0.1 0.11
H -2.789519 -6.740144 2.187412 -0.3 0.3 -0.4 0.15
C 0.414070 8.116971 -2.842468 -0.5 0.1 0.0 -0.01
C 0.231488 6.617018 -3.069140 0.6 0.2 -1.3 -0.29
C 0.903592 6.044276 -4.378918 -1.5 3.1 -0.3 -0.08
O 1.646135 4.942751 -3.975432 -0.1 -0.5 -1.7 0.10
C 1.630245 4.889022 -2.682300 2.5 -3.3 4.8 -0.55
O 2.201971 4.000996 -2.006231 -1.9 2.8 -2.3 0.09
O 1.009490 5.929812 -2.118438 -0.1 -0.7 0.9 0.09
H -0.314593 8.702656 -3.402929 0.0 -0.1 -0.3 0.09
H 1.414056 8.477251 -3.083940 0.1 -0.3 -0.2 0.09
H 0.247440 8.407165 -1.805105 -0.1 -0.4 0.1 0.09
H -0.809638 6.295674 -3.039402 0.0 0.1 0.4 0.13
H 1.502168 6.888556 -4.720945 0.7 -0.5 -0.3 0.13
H 0.179610 5.869418 -5.174769 0.1 -0.7 0.2 0.13
C 9.296444 0.934807 1.199286 0.2 0.7 -0.3 -0.10
O 8.717352 0.871822 -0.102599 -1.0 -0.7 0.5 -0.17
C 7.809613 -0.223610 -0.177241 -0.5 -0.9 -0.6 -0.23
C 6.919799 -0.231643 -1.432517 0.7 1.9 0.7 -0.18
N 6.136935 1.047596 -1.526526 0.0 -2.3 0.2 -0.03
C 5.662106 1.183865 -2.888935 1.4 0.0 0.4 -0.23
C 5.034150 2.509301 -3.059863 -0.4 0.8 -0.4 -0.22
O 6.002417 3.578770 -2.884267 -1.3 0.2 -0.2 -0.16
C 5.402311 4.814463 -3.312470 0.0 -0.1 -0.8 -0.10
H 8.568370 0.958431 2.010125 -0.4 0.1 -0.1 0.09
H 9.845784 1.876260 1.202326 0.1 -0.1 0.2 0.09
H 9.975018 0.112529 1.426198 0.1 -0.2 -0.3 0.08
H 7.130746 -0.319673 0.670115 0.1 0.6 0.5 0.10
H 8.374176 -1.156012 -0.179320 0.2 -0.2 0.0 0.12
H 6.248682 -1.090360 -1.450053 -0.2 0.0 0.4 0.10
H 7.579671 -0.387330 -2.286004 0.1 0.3 -0.5 0.11
H 6.695581 1.849126 -1.270465 0.4 0.0 -0.1 0.11
H 5.058779 0.334519 -3.209442 -0.7 0.1 0.4 0.10
H 6.533903 1.087892 -3.536119 0.3 0.3 -0.6 0.12
H 4.208523 2.653808 -2.363030 0.0 0.0 0.1 0.10
H 4.597254 2.526533 -4.058328 0.0 0.4 -0.4 0.12
H 6.030124 5.686896 -3.131362 0.4 -0.4 0.3 0.09
H 4.402616 5.059091 -2.953498 0.0 -0.5 0.9 0.06
H 5.216139 4.771153 -4.385574 0.3 -0.1 -0.4 0.08
C -3.594749 5.140576 7.092301 0.1 -0.1 -0.9 -0.09
O -2.371038 4.537115 6.657926 0.4 1.0 0.5 -0.19
C -2.415699 3.471339 5.733079 -1.1 0.4 0.9 -0.22
C -2.955987 2.232792 6.376640 0.6 -1.1 -0.1 -0.20
N -3.390479 1.350619 5.289290 -0.7 -1.3 0.6 -0.04
C -4.034998 0.108959 5.790541 -1.4 0.8 0.1 -0.16
C -5.306495 -0.216373 4.968904 -0.7 -0.2 -0.5 -0.21
O -5.023889 -0.800622 3.712932 0.9 0.1 -1.0 -0.23
C -6.086545 -0.826618 2.749842 0.7 -0.1 0.9 -0.07
H -4.201735 4.512463 7.744319 0.3 -0.1 0.3 0.08
H -4.246800 5.419069 6.264435 0.0 -0.3 -0.6 0.07
H -3.397365 6.119135 7.529978 0.5 -0.4 0.4 0.09
H -1.405994 3.227511 5.402696 0.0 0.6 -0.2 0.11
H -3.100154 3.713915 4.920192 0.2 0.2 -0.5 0.10
H -3.725310 2.424496 7.124627 -0.4 0.1 -0.4 0.11
H -2.138091 1.765674 6.925223 0.2 -0.1 0.4 0.13
H -2.558628 0.945806 4.884021 0.5 0.7 -0.5 0.06
H -4.344285 0.275689 6.822360 -0.4 0.2 0.1 0.11
H -3.336158 -0.715642 5.931052 0.0 -0.3 -0.7 0.12
H -5.939334 0.642203 4.744244 0.5 1.0 0.3 0.10
H -6.060546 -0.839798 5.449368 0.4 -0.7 0.8 0.11
H -6.853424 -1.476867 3.170764 -0.4 -0.1 -0.5 0.09
H -5.655112 -1.182506 1.814261 -0.1 -0.4 0.2 0.07
H -6.506816 0.145129 2.490675 0.0 0.4 0.5 0.08
C -3.248586 -2.998909 -0.021210 1.5 0.4 -0.1 -0.05
O -2.530485 -1.802817 -0.438627 -2.5 -0.6 -0.6 -0.23
C -3.440831 -0.687500 -0.526040 0.4 1.2 -0.4 -0.18
C -2.724525 0.551887 -1.045713 0.6 -0.7 -0.2 -0.20
N -1.892951 1.233825 -0.072765 -0.2 0.5 -0.5 -0.02
C -1.037494 2.291502 -0.639575 -1.3 0.7 0.4 -0.15
C -1.809203 3.600924 -0.927460 0.5 0.2 0.7 -0.23
O -2.499757 3.508454 -2.127939 -0.6 -0.5 -2.0 -0.21
C -3.304609 4.621390 -2.575161 0.6 -1.0 2.1 -0.05
H -3.762803 -2.815285 0.922168 0.1 -0.1 0.2 0.08
H -2.432776 -3.716316 0.067513 -0.2 -0.3 0.4 0.08
H -3.949608 -3.451076 -0.722792 -0.1 0.6 -0.5 0.08
H -3.889293 -0.476980 0.444882 -0.3 -0.2 0.0 0.11
H -4.161222 -0.795698 -1.336864 -0.6 -0.9 0.4 0.12
H -3.421044 1.191153 -1.588217 0.0 0.2 0.4 0.12
H -2.098167 0.091945 -1.810062 0.4 0.2 -0.7 0.10
H -1.273019 0.519502 0.281517 0.4 0.0 0.4 0.06
H -0.561203 2.052265 -1.590379 0.5 -0.4 0.0 0.11
H -0.345528 2.492295 0.178323 0.5 0.2 -0.4 0.12
H -1.142374 4.459454 -1.007318 0.6 0.1 0.1 0.11
H -2.434721 3.828064 -0.064197 -0.6 -0.1 0.1 0.11
H -3.654366 4.462782 -3.595265 0.2 -0.1 0.2 0.09
H -2.752584 5.551191 -2.437880 0.1 0.2 -0.4 0.06
H -4.108199 4.637128 -1.838883 -0.7 0.4 -0.4 0.08
C -6.590218 -5.629233 -6.313620 -0.7 0.9 -0.8 -0.13
O -6.434460 -4.384775 -5.669534 1.5 -0.3 1.9 -0.20
C -5.935091 -4.603296 -4.311616 -1.8 1.8 0.4 -0.18
C -5.599415 -3.281799 -3.540177 1.7 -0.8 -0.6 -0.17
N -4.273882 -2.782386 -3.883789 0.7 -0.7 0.8 -0.08
C -4.157801 -2.334511 -5.223468 0.5 1.0 0.1 -0.21
C -2.910223 -1.435437 -5.419848 -0.3 0.0 0.1 -0.16
O -2.601648 -0.413763 -4.429931 -1.4 -1.3 -1.1 -0.19
C -1.501008 0.346136 -4.863414 0.1 0.7 1.0 -0.12
H -5.655389 -6.023950 -6.711614 0.2 -0.2 0.3 0.09
H -7.201265 -5.339583 -7.168507 -0.2 -0.6 -0.2 0.09
H -7.125175 -6.343220 -5.687405 0.1 -0.2 0.0 0.09
H -5.184602 -5.387108 -4.209169 0.4 0.3 -0.4 0.12
H -6.793058 -4.915061 -3.715974 -0.3 -0.7 -0.1 0.11
H -5.525103 -3.571556 -2.492029 -0.4 0.0 0.1 0.10
H -6.342246 -2.492936 -3.658443 -0.5 -0.2 -0.2 0.12
H -3.878468 -2.066173 -3.291519 -0.5 0.0 0.5 0.09
H -5.072984 -1.807227 -5.492738 -0.1 0.4 -0.4 0.12
H -4.079368 -3.201500 -5.879435 0.1 0.2 -0.4 0.12
H -3.134848 -0.951501 -6.370351 0.6 0.1 -0.3 0.12
H -2.016744 -2.058990 -5.451050 0.1 -0.2 -0.5 0.10
H -1.572197 0.801029 -5.851386 -0.4 -0.2 -0.2 0.08
H -0.562978 -0.207410 -4.820935 0.1 -0.2 -0.1 0.06
H -1.477857 1.147098 -4.124490 0.4 0.2 -0.1 0.09
C 5.014436 -2.623952 -3.676097 -0.5 -1.0 -1.6 -0.07
O 4.077773 -2.230477 -4.703530 -0.8 0.1 2.1 -0.25
C 4.317951 -2.630175 -6.023170 -0.1 1.4 -0.3 -0.21
C 3.111060 -2.277533 -6.933627 -0.4 1.1 0.6 -0.17
N 2.781030 -0.858668 -7.086790 1.2 1.8 1.3 -0.05
C 2.464792 -0.166188 -5.827610 0.1 1.0 0.4 -0.21
C 2.113519 1.307822 -6.030839 0.4 -0.5 -0.5 -0.24
O 0.966427 1.361925 -6.838865 -0.7 1.5 -0.1 -0.21
C 0.428732 2.713060 -6.898944 -0.7 -1.9 -0.6 -0.08
H 4.497455 -2.737432 -2.723240 -0.1 0.5 -0.1 0.08
H 5.906938 -2.000629 -3.621319 -0.2 0.3 0.0 0.07
H 5.347594 -3.624280 -3.952582 0.3 -0.3 0.2 0.08
H 4.484037 -3.706190 -6.075165 0.3 -0.1 -0.2 0.12
H 5.169269 -2.004776 -6.291944 0.5 -0.5 -0.9 0.13
H 2.211933 -2.659612 -6.450220 0.0 -1.3 -0.3 0.10
H 3.336084 -2.593299 -7.952337 -0.3 -0.7 0.2 0.12
H 1.970966 -0.634914 -7.646994 0.1 -0.8 -0.6 0.10
H 3.263462 -0.151416 -5.085980 0.2 -0.4 -0.4 0.09
H 1.605689 -0.605045 -5.320223 -0.3 -0.4 0.2 0.09
H 2.929450 1.828319 -6.532287 0.3 0.0 -0.2 0.12
H 1.964255 1.864085 -5.105424 -0.2 -0.3 0.5 0.11
H -0.237723 2.894425 -6.055709 0.5 0.3 0.6 0.07
H -0.285473 2.653502 -7.720201 0.3 0.4 -0.4 0.09
H 1.205502 3.460907 -7.058442 -0.1 0.0 0.1 0.09
C -0.356888 1.427142 3.361592 0.5 0.9 -1.9 -0.12
O -0.978729 0.400737 4.029976 -0.5 -1.4 0.9 -0.21
C -1.554141 -0.695258 3.284691 0.8 -0.7 -0.2 -0.14
C -0.587924 -1.631314 2.495829 -0.7 1.4 -1.0 -0.13
N -0.425888 -1.178253 1.074408 1.9 -0.2 0.9 -0.05
C 0.621768 -1.993325 0.414595 0.1 1.2 -0.3 -0.17
C 0.852051 -1.538070 -1.028238 0.0 0.8 0.2 -0.14
O 1.466439 -0.214929 -1.158101 -0.6 -2.0 2.3 -0.18
C 1.701525 0.116629 -2.441476 0.9 1.7 -2.0 -0.16
H 0.254759 2.116911 3.943147 0.1 -0.7 0.9 0.08
H -1.068469 2.118733 2.910549 -0.4 -0.1 -0.5 0.08
H 0.281923 1.018486 2.578634 0.1 0.2 -0.3 0.08
H -2.329635 -0.415287 2.571712 -0.2 0.7 0.1 0.11
H -2.017999 -1.312832 4.053801 -0.1 0.1 0.1 0.11
H -1.062018 -2.611571 2.446557 0.1 -0.4 0.5 0.11
H 0.377513 -1.687113 2.998733 0.0 -0.2 -0.2 0.10
H -1.226638 -1.423655 0.509896 -0.5 0.1 0.6 0.03
H 0.298029 -3.032863 0.362938 0.3 -0.3 0.0 0.11
H 1.557688 -1.920450 0.968521 -0.2 -0.3 0.0 0.08
H -0.118784 -1.485558 -1.521004 -0.2 0.0 -0.3 0.11
H 1.446743 -2.284487 -1.554845 0.3 0.0 0.0 0.11
H 2.622353 -0.220923 -2.917122 0.1 -1.6 0.1 0.07
H 2.015972 1.158509 -2.502504 -0.9 0.7 0.4 0.08
H 0.847282 -0.046953 -3.098448 -0.1 0.0 -0.2 0.08
```
Positions in Å, forces in eV/Å.

The calculation puts the HOMO energy at -0.3117 Eh. The value obtained for the molar mass is 1615.858 g/mol. Its LUMO energy is 0.1 eV.